Entry 1:
A molecular structure, C42H68FN9 at a distorted geometry. Source: OMol25; level of theory: ωB97M-V/def2-TZVPD.

Last column: Löwdin charge in e.
Element x y z (Å)
C (23.02, -9.06, -10.50)  -0.121
C (23.63, -10.33, -9.91)  -0.215
C (22.56, -11.41, -9.68)  -0.080
C (21.82, -11.77, -10.90)  -0.144
N (21.23, -12.05, -11.87)  0.123
H (22.47, -9.32, -11.40)  0.051
H (23.77, -8.29, -10.70)  0.054
H (22.30, -8.63, -9.80)  0.093
H (24.07, -10.11, -8.93)  0.134
H (24.41, -10.63, -10.60)  0.072
H (21.90, -11.02, -8.91)  0.143
H (23.07, -12.32, -9.37)  0.124
C (22.19, -10.51, -13.63)  -0.035
C (23.56, -10.48, -12.91)  -0.235
C (24.74, -10.45, -13.86)  -0.131
C (24.63, -9.50, -15.02)  -0.033
N (24.57, -8.73, -15.85)  -0.115
H (22.22, -11.31, -14.37)  0.071
H (22.06, -9.55, -14.13)  0.110
H (21.35, -10.70, -12.95)  -0.028
H (23.64, -11.30, -12.20)  -0.079
H (23.53, -9.57, -12.31)  0.038
H (24.74, -11.44, -14.31)  0.001
H (25.70, -10.39, -13.34)  -0.187
C (29.12, -10.65, -16.10)  -0.063
C (28.96, -11.97, -15.28)  -0.187
C (28.57, -11.72, -13.78)  -0.127
C (27.46, -10.79, -13.48)  0.029
N (26.57, -10.03, -13.25)  0.177
H (29.46, -10.97, -17.09)  0.085
H (29.88, -10.02, -15.63)  0.092
H (28.17, -10.12, -16.16)  -0.025
H (29.89, -12.53, -15.23)  0.107
H (28.29, -12.64, -15.83)  0.060
H (29.45, -11.39, -13.23)  0.112
H (28.30, -12.68, -13.34)  0.113
C (23.82, -12.44, -11.72)  -0.255
C (24.78, -13.41, -11.04)  -0.136
C (24.99, -14.69, -11.86)  -0.146
C (23.70, -15.38, -12.02)  -0.235
N (22.72, -15.95, -12.14)  0.179
H (23.94, -11.52, -11.15)  0.026
H (22.79, -12.79, -11.71)  0.055
H (24.06, -12.25, -12.76)  0.066
H (24.54, -13.62, -10.00)  0.110
H (25.74, -12.90, -10.91)  0.116
H (25.63, -15.46, -11.43)  0.123
H (25.33, -14.56, -12.88)  0.098
C (26.75, -8.93, -16.07)  -0.134
C (26.75, -7.52, -15.50)  -0.168
C (27.67, -6.56, -16.33)  -0.139
C (27.38, -6.56, -17.77)  -0.201
N (27.16, -6.59, -18.93)  0.173
H (27.76, -9.35, -16.15)  0.019
H (26.29, -8.98, -17.05)  0.075
H (26.19, -9.62, -15.43)  0.046
H (27.12, -7.59, -14.48)  0.086
H (25.73, -7.16, -15.38)  0.070
H (28.67, -6.92, -16.09)  0.122
H (27.68, -5.52, -15.99)  0.096
C (23.59, -6.64, -14.03)  -0.079
C (24.60, -5.83, -13.24)  -0.191
C (25.83, -6.73, -12.84)  -0.122
C (25.46, -7.94, -12.05)  -0.102
N (25.13, -8.91, -11.50)  0.119
H (23.25, -7.54, -13.52)  0.082
H (24.04, -6.90, -14.99)  -0.006
H (22.70, -6.02, -14.16)  0.110
H (24.11, -5.48, -12.34)  0.107
H (24.88, -5.03, -13.92)  0.061
H (26.59, -6.14, -12.34)  0.127
H (26.29, -7.24, -13.69)  0.031
C (23.73, -7.71, -16.75)  -0.206
C (23.44, -6.72, -17.94)  -0.164
C (24.73, -5.89, -18.02)  -0.212
C (25.23, -5.24, -16.82)  -0.173
N (25.64, -4.75, -15.83)  0.175
H (24.74, -8.13, -16.71)  -0.059
H (23.11, -8.60, -16.86)  0.144
H (23.66, -7.32, -15.73)  0.026
H (22.62, -6.02, -17.82)  0.080
H (23.16, -7.27, -18.84)  0.101
H (24.71, -5.15, -18.82)  0.125
H (25.50, -6.63, -18.23)  0.032
C (21.75, -13.22, -16.42)  -0.056
C (21.27, -13.33, -14.91)  -0.199
C (22.40, -13.91, -13.98)  -0.124
C (23.75, -13.31, -14.22)  -0.095
N (24.83, -12.85, -14.34)  0.073
H (21.07, -12.71, -17.10)  0.073
H (21.77, -14.24, -16.81)  0.074
H (22.71, -12.71, -16.47)  0.054
H (20.31, -13.84, -14.91)  0.111
H (21.05, -12.35, -14.47)  0.039
H (22.55, -14.98, -14.12)  0.103
H (22.28, -13.77, -12.90)  0.063
C (18.82, -11.99, -12.77)  -0.093
C (19.12, -11.03, -11.59)  -0.230
C (19.96, -9.85, -12.11)  -0.201
C (19.24, -8.87, -12.94)  -0.210
N (18.70, -8.11, -13.62)  0.133
H (18.18, -11.48, -13.49)  0.079
H (18.31, -12.93, -12.52)  0.077
H (19.73, -12.38, -13.22)  0.017
H (19.70, -11.66, -10.91)  0.071
H (18.21, -10.66, -11.11)  0.111
H (20.80, -10.14, -12.75)  -0.027
H (20.38, -9.30, -11.27)  0.115
F (27.52, -14.46, -17.57)  0.075
C (27.00, -13.25, -17.37)  -0.310
C (27.34, -12.21, -18.27)  -0.013
C (26.67, -11.02, -18.20)  -0.054
C (25.80, -10.72, -17.15)  -0.103
C (25.54, -11.73, -16.22)  -0.060
C (26.15, -12.99, -16.33)  -0.025
H (28.03, -12.46, -19.06)  0.121
H (26.83, -10.30, -18.99)  0.124
H (25.23, -9.80, -17.14)  0.082
H (24.71, -11.61, -15.54)  0.058
H (25.95, -13.76, -15.60)  0.108

Charge   0
Kohn-Sham gap   5.74 eV
2S+1   1
HOMO level   -5.60 eV

Entry 2:
11 unconnected molecules or ions with the total composition C42H68N2O20 at a distorted geometry. Source: OMol25; level of theory: ωB97M-V/def2-TZVPD.

Last column: Löwdin charge in e.
Element x y z (Å)
O (22.24, -9.90, -4.36)  0.124
C (23.26, -10.40, -4.00)  -0.476
C (24.33, -9.92, -3.03)  -0.066
C (25.28, -11.08, -2.80)  -0.145
C (24.90, -12.05, -3.90)  -0.130
O (23.56, -11.69, -4.28)  0.007
H (24.79, -9.04, -3.50)  0.130
H (23.93, -9.46, -2.12)  0.111
H (26.32, -10.74, -2.88)  0.116
H (25.28, -11.49, -1.79)  0.087
H (25.54, -11.81, -4.76)  0.128
H (25.08, -13.08, -3.63)  0.121
O (21.98, -11.98, 4.43)  0.125
C (23.07, -11.88, 4.89)  -0.457
C (24.17, -12.91, 4.69)  -0.072
C (25.22, -12.47, 5.71)  -0.147
C (24.80, -11.08, 6.14)  -0.170
O (23.45, -10.86, 5.74)  0.039
H (23.87, -13.95, 4.75)  0.127
H (24.51, -12.79, 3.66)  0.105
H (25.21, -13.13, 6.58)  0.113
H (26.22, -12.50, 5.29)  0.105
H (24.91, -11.06, 7.23)  0.123
H (25.47, -10.29, 5.79)  0.108
O (27.48, -18.02, 0.26)  0.110
C (28.64, -17.68, 0.25)  -0.504
C (29.24, -16.35, 0.46)  -0.058
C (30.64, -16.60, -0.10)  -0.157
C (30.93, -18.03, 0.27)  -0.105
O (29.59, -18.62, 0.14)  0.016
H (28.84, -15.78, -0.39)  0.125
H (29.22, -15.89, 1.44)  0.135
H (30.73, -16.45, -1.18)  0.120
H (31.30, -15.85, 0.35)  0.120
H (31.62, -18.50, -0.42)  0.127
H (31.13, -18.19, 1.33)  0.128
O (28.47, -11.92, 3.29)  0.103
C (28.37, -10.73, 3.43)  -0.461
C (29.41, -9.61, 3.37)  -0.072
C (28.53, -8.47, 2.91)  -0.155
C (27.22, -8.71, 3.67)  -0.111
O (27.21, -10.16, 3.77)  0.000
H (29.81, -9.36, 4.36)  0.131
H (30.31, -9.75, 2.78)  0.111
H (28.92, -7.51, 3.24)  0.118
H (28.52, -8.51, 1.82)  0.126
H (27.31, -8.38, 4.70)  0.125
H (26.37, -8.30, 3.14)  0.127
O (25.40, -10.56, 0.56)  0.105
C (24.22, -10.42, 0.67)  -0.469
C (23.17, -11.50, 0.93)  -0.041
C (21.88, -10.70, 1.13)  -0.131
C (22.22, -9.26, 0.77)  -0.136
O (23.64, -9.21, 0.67)  0.025
H (23.14, -12.20, 0.09)  0.099
H (23.35, -12.11, 1.81)  0.106
H (21.10, -11.19, 0.54)  0.112
H (21.59, -10.86, 2.17)  0.094
H (21.78, -8.94, -0.17)  0.128
H (21.91, -8.66, 1.63)  0.127
O (22.62, -16.08, -4.61)  0.143
C (22.45, -15.40, -3.65)  -0.452
C (21.23, -14.74, -3.08)  -0.068
C (21.80, -13.82, -2.03)  -0.167
C (23.05, -14.60, -1.58)  -0.164
O (23.53, -15.17, -2.80)  -0.007
H (20.76, -14.10, -3.83)  0.134
H (20.58, -15.48, -2.61)  0.137
H (22.13, -12.87, -2.48)  0.104
H (21.16, -13.59, -1.18)  0.114
H (23.74, -13.98, -1.02)  0.087
H (22.69, -15.36, -0.89)  0.115
O (23.55, -20.36, -1.64)  0.095
C (23.86, -19.63, -0.72)  -0.505
C (24.47, -20.00, 0.61)  -0.057
C (24.45, -18.71, 1.41)  -0.163
C (23.63, -17.72, 0.54)  -0.134
O (23.41, -18.37, -0.72)  0.022
H (23.70, -20.66, 1.00)  0.137
H (25.47, -20.35, 0.38)  0.131
H (23.88, -18.84, 2.33)  0.105
H (25.44, -18.32, 1.61)  0.070
H (22.63, -17.54, 0.94)  0.121
H (24.22, -16.81, 0.48)  0.104
O (28.20, -14.80, -3.66)  0.094
C (27.95, -15.91, -3.26)  -0.504
C (26.66, -16.44, -2.66)  -0.070
C (26.67, -17.92, -3.04)  -0.116
C (28.18, -18.23, -3.23)  -0.110
O (28.77, -16.94, -3.50)  0.009
H (26.76, -16.30, -1.58)  0.097
H (25.85, -15.93, -3.16)  0.112
H (26.21, -18.58, -2.32)  0.104
H (26.10, -17.95, -3.97)  0.122
H (28.74, -18.65, -2.40)  0.108
H (28.20, -18.82, -4.14)  0.121
O (25.97, -19.71, 3.86)  0.121
C (26.48, -19.29, 4.86)  -0.512
C (27.55, -18.24, 4.91)  -0.060
C (27.35, -17.74, 6.36)  -0.143
C (26.86, -18.99, 7.07)  -0.139
O (26.13, -19.75, 6.07)  0.038
H (28.46, -18.81, 4.71)  0.136
H (27.36, -17.52, 4.11)  0.106
H (28.23, -17.44, 6.94)  0.114
H (26.64, -16.92, 6.32)  0.113
H (27.67, -19.61, 7.44)  0.127
H (26.14, -18.71, 7.85)  0.125
C (26.21, -15.08, 2.36)  -0.070
N (26.94, -13.96, 1.79)  0.025
C (26.88, -13.65, 0.47)  -0.549
C (27.87, -12.65, -0.01)  0.004
O (26.06, -14.21, -0.25)  0.025
H (25.13, -14.88, 2.38)  0.073
H (26.50, -15.24, 3.39)  0.077
H (26.30, -15.94, 1.70)  0.065
H (27.62, -13.41, 2.29)  0.080
H (28.86, -12.67, 0.44)  0.078
H (27.34, -11.72, 0.22)  0.070
H (27.96, -12.65, -1.10)  0.080
C (30.92, -11.55, -2.59)  -0.055
N (31.97, -10.88, -1.83)  -0.005
C (31.83, -10.45, -0.56)  -0.550
C (33.06, -9.95, 0.15)  -0.011
O (30.74, -10.42, 0.00)  0.025
H (29.94, -11.23, -2.23)  0.071
H (31.02, -12.62, -2.39)  0.085
H (30.93, -11.29, -3.64)  0.086
H (32.67, -10.36, -2.34)  0.134
H (33.32, -8.92, -0.13)  0.086
H (33.82, -10.72, 0.01)  0.083
H (32.98, -9.81, 1.23)  0.074

Charge   0
Kohn-Sham gap   9.49 eV
2S+1   1
Relative energy (zero: lowest compared OMol25 entry of this formula, charge and spin)   185.4 kJ/mol
HOMO level   -9.41 eV
SMILES   O=C1CCCO1.O=C1CCCO1.O=C1CCCO1.O=C1CCCO1.O=C1CCCO1.O=C1CCCO1.O=C1CCCO1.O=C1CCCO1.O=C1CCCO1.CNC(C)=O.CNC(C)=O

Entry 3:
A molecular structure, C42H72N3OP4ReSi. Source: OMol25; level of theory: ωB97M-V/def2-TZVPD.

Last column: Löwdin charge in e.
Element x y z (Å)
Re (-0.01, -0.22, -0.13)  0.920
C (1.14, 0.05, 4.51)  -0.095
C (-0.01, -0.22, 3.52)  -0.484
C (-1.30, -0.46, 4.33)  -0.091
P (-0.17, 1.01, 2.13)  1.054
C (1.24, 2.20, 2.18)  -0.512
C (1.18, 3.13, 0.96)  -0.110
C (1.28, 3.08, 3.43)  -0.072
C (-1.60, 2.05, 2.43)  -0.368
C (-1.88, 2.63, 3.67)  -0.072
C (-2.91, 3.55, 3.78)  -0.022
C (-3.65, 3.90, 2.65)  -0.021
C (-3.37, 3.32, 1.42)  -0.067
C (-2.34, 2.39, 1.30)  -0.277
Si (-1.93, 1.44, -0.25)  0.591
C (-3.49, 0.47, -0.56)  -0.304
C (-4.71, 1.10, -0.82)  -0.083
C (-5.88, 0.36, -0.94)  -0.022
C (-5.85, -1.02, -0.78)  -0.021
C (-4.66, -1.65, -0.49)  -0.077
C (-3.48, -0.92, -0.38)  -0.367
P (-1.91, -1.73, 0.01)  0.945
C (-1.74, -3.20, -1.12)  -0.495
C (-2.42, -4.51, -0.72)  -0.076
C (-2.21, -2.85, -2.53)  -0.106
C (-1.98, -2.38, 1.72)  -0.530
C (-0.76, -3.27, 2.00)  -0.101
C (-3.28, -3.03, 2.18)  -0.064
C (-1.14, 2.64, -1.45)  -0.299
C (-1.27, 4.03, -1.31)  -0.066
C (-0.47, 4.89, -2.04)  -0.022
C (0.49, 4.39, -2.91)  -0.025
C (0.63, 3.02, -3.08)  -0.076
C (-0.19, 2.16, -2.36)  -0.418
P (-0.36, 0.39, -2.62)  1.033
C (-1.65, 0.30, -4.00)  -0.472
C (-3.14, 0.32, -3.71)  -0.080
C (-1.37, 1.44, -4.99)  -0.077
C (1.04, -0.32, -3.61)  -0.499
C (0.87, -1.81, -3.91)  -0.082
C (2.44, -0.04, -3.09)  -0.101
H (1.35, -0.87, 5.05)  0.101
H (0.85, 0.79, 5.25)  0.081
H (2.05, 0.38, 4.02)  0.058
H (0.24, -1.14, 2.99)  0.050
H (-1.33, 0.21, 5.19)  0.085
H (-1.29, -1.48, 4.72)  0.098
H (-2.22, -0.31, 3.78)  0.076
H (2.15, 1.59, 2.12)  0.072
H (0.30, 3.78, 1.02)  0.087
H (1.15, 2.60, 0.01)  0.048
H (2.05, 3.78, 0.97)  0.100
H (0.46, 3.79, 3.43)  0.086
H (2.21, 3.66, 3.41)  0.103
H (1.27, 2.53, 4.37)  0.059
H (-1.30, 2.38, 4.55)  0.110
H (-3.14, 4.00, 4.73)  0.127
H (-4.45, 4.61, 2.73)  0.126
H (-3.97, 3.60, 0.57)  0.105
H (-4.76, 2.17, -0.97)  0.110
H (-6.81, 0.86, -1.16)  0.126
H (-6.76, -1.59, -0.87)  0.127
H (-4.66, -2.73, -0.34)  0.101
H (-0.65, -3.37, -1.14)  0.085
H (-2.16, -5.26, -1.47)  0.101
H (-3.50, -4.43, -0.72)  0.078
H (-2.11, -4.90, 0.25)  0.059
H (-3.30, -2.81, -2.57)  0.089
H (-1.88, -3.62, -3.23)  0.105
H (-1.83, -1.89, -2.88)  0.012
H (-1.87, -1.46, 2.28)  0.041
H (-0.88, -4.27, 1.61)  0.077
H (-0.60, -3.35, 3.07)  0.094
H (0.17, -2.87, 1.56)  0.042
H (-3.53, -3.94, 1.63)  0.073
H (-4.12, -2.34, 2.10)  0.082
H (-3.18, -3.30, 3.23)  0.098
H (-1.97, 4.45, -0.60)  0.105
H (-0.58, 5.96, -1.93)  0.127
H (1.12, 5.07, -3.48)  0.126
H (1.35, 2.65, -3.80)  0.113
H (-1.41, -0.65, -4.48)  0.087
H (-3.44, 1.26, -3.25)  0.080
H (-3.48, -0.51, -3.09)  0.054
H (-3.66, 0.25, -4.66)  0.108
H (-1.74, 2.39, -4.61)  0.094
H (-1.91, 1.22, -5.91)  0.107
H (-0.32, 1.58, -5.26)  0.069
H (0.90, 0.22, -4.55)  0.105
H (0.77, -2.40, -3.01)  0.050
H (1.75, -2.16, -4.44)  0.103
H (0.01, -2.02, -4.55)  0.077
H (2.67, -0.69, -2.25)  0.033
H (2.60, 0.99, -2.78)  0.066
H (3.15, -0.28, -3.89)  0.108
C (2.44, -3.01, -0.76)  -0.088
N (3.51, -2.21, -0.21)  -0.287
C (4.74, -2.99, 0.03)  -0.064
P (3.43, -0.68, 0.36)  0.596
O (1.92, -0.25, 0.28)  -0.472
N (4.30, 0.36, -0.52)  -0.307
C (4.27, 1.79, -0.25)  -0.064
C (5.36, -0.05, -1.44)  -0.060
N (3.97, -0.68, 1.90)  -0.281
C (5.24, -0.09, 2.32)  -0.050
C (3.55, -1.77, 2.79)  -0.076
H (2.67, -3.35, -1.77)  0.102
H (1.50, -2.44, -0.80)  0.023
H (2.27, -3.88, -0.13)  0.105
H (5.14, -3.36, -0.91)  0.104
H (4.52, -3.84, 0.68)  0.099
H (5.50, -2.37, 0.50)  0.087
H (3.48, 2.03, 0.46)  0.053
H (4.08, 2.34, -1.18)  0.099
H (5.22, 2.14, 0.16)  0.101
H (5.18, -1.06, -1.81)  0.078
H (6.34, -0.02, -0.95)  0.102
H (5.37, 0.63, -2.28)  0.100
H (5.67, 0.53, 1.53)  0.067
H (5.95, -0.88, 2.56)  0.101
H (5.10, 0.52, 3.21)  0.101
H (2.57, -2.16, 2.51)  0.078
H (3.51, -1.42, 3.81)  0.087
H (4.27, -2.59, 2.75)  0.093

Charge   +3
Kohn-Sham gap (alpha / beta)   6.72 / 6.81 eV
2S+1   2
Relative energy (zero: lowest compared OMol25 entry of this formula, charge and spin)   0.0 kJ/mol
<S²>   0.787
HOMO level (alpha / beta)   -16.26 / -16.25 eV

- 2S+1 of number 3 (C42H72N3OP4ReSi)?
  2

- Which value of 2S+1 does entry 2 give?
  1

- What is the charge in the third record?
  +3